138
Properties=species:S:1:pos:R:3 method="wB97M-V/def2-TZVPD" charge=+1 gap_ev=5.71
O 7.310 2.984 -7.793
C 1.412 -3.755 1.009
H -4.393 -7.560 1.292
H 1.708 -0.845 0.922
O -3.540 5.687 4.846
H -5.080 11.202 5.460
O 5.872 -0.021 -5.509
C 1.027 4.709 -1.279
H 0.731 -3.674 -1.259
H 0.023 -6.162 1.085
O -5.659 -2.317 2.970
H -6.113 3.705 7.526
S -3.859 4.750 5.900
H -1.253 4.702 2.450
H 0.617 -6.453 3.473
H 7.071 -7.718 -2.678
C -5.006 10.149 5.754
C 1.644 -4.091 -0.613
H 8.175 2.479 -11.883
H -7.209 4.736 6.565
F -6.370 -1.743 -0.865
O 4.858 -8.791 0.895
C 8.227 1.878 -10.970
C 0.628 -0.612 0.471
C -0.195 -3.346 1.129
C -5.510 5.794 7.447
H 3.689 0.143 -3.869
H 6.620 1.226 -6.951
H -5.342 9.518 4.928
H 4.820 -6.775 -2.791
C 2.381 -0.142 -1.782
H 6.358 -0.458 -7.484
C -0.079 -0.750 -3.923
O -2.989 0.709 -0.446
C 0.880 -0.520 -1.178
H 2.138 -2.927 1.407
H 10.345 2.393 -10.756
H 3.145 5.224 -1.065
F -5.097 -3.742 -0.628
C 6.694 0.173 -6.658
C 6.309 -8.172 -2.039
H 3.120 -3.367 -2.331
C 8.109 -0.171 -6.200
H -3.831 2.498 1.258
N -2.885 3.330 3.025
S 7.502 3.434 -9.154
H 4.558 -8.460 -3.323
H 3.221 0.083 -0.968
H -0.967 -0.982 -4.650
C -3.293 -2.364 1.388
C -3.225 2.080 2.197
C -0.509 -1.728 0.864
H 8.260 -1.254 -6.167
H -5.793 6.699 6.899
O -4.109 5.596 7.273
C 2.255 5.074 -0.449
C -4.491 -6.492 0.824
C -0.309 -0.790 -2.295
O -5.275 11.664 8.633
P -4.181 -5.170 2.166
C -0.904 -5.826 1.745
H -2.829 10.259 5.572
O 6.658 -0.789 -3.266
C -2.405 0.322 0.710
C 2.626 -0.098 -3.408
H 0.975 5.310 -2.192
H 3.452 -2.625 -0.531
C -2.777 -3.935 1.645
H -5.753 5.918 8.505
H 8.207 0.817 -11.232
C 9.455 2.244 -10.140
H -3.033 5.356 2.083
H -1.238 -6.986 3.679
O 8.212 0.333 -4.869
C -2.114 -1.277 0.994
O 6.926 4.654 -9.668
H -4.824 -5.806 4.552
H -0.785 -5.177 3.955
O -3.037 3.605 6.212
H 1.007 3.647 -1.541
F -7.338 -4.448 1.722
H -3.440 8.721 6.244
H 2.461 4.310 0.308
O -5.394 4.244 5.683
H 2.259 -6.007 -0.192
O -2.043 1.308 1.782
O 7.104 2.210 -10.155
O 9.103 3.448 -9.464
H 1.684 -4.748 1.577
O 4.072 -8.023 -1.348
C -6.167 4.557 6.840
O 6.412 -7.669 -0.708
H -3.737 -7.110 3.719
O -5.042 9.187 9.145
O 6.425 1.688 -3.778
C -7.424 -3.503 0.585
F -7.865 -4.333 -0.599
O -3.488 10.308 7.542
C 3.104 -3.551 -1.164
C -0.496 -6.131 3.307
C -6.007 -2.812 0.140
O -5.828 9.954 6.902
F -9.735 -3.185 1.605
O 4.625 -6.313 0.382
O -5.440 -0.419 1.384
H -1.775 -6.582 1.443
S -5.103 -1.919 1.547
F -8.302 -1.277 1.693
O -0.096 5.041 -0.464
H -3.999 1.436 2.838
O 1.641 -5.566 -0.874
H -3.665 -6.388 -0.015
F -9.322 -2.026 -0.439
O 1.903 6.279 0.227
H 0.379 0.487 0.817
S 4.938 -7.669 -0.012
C -2.338 4.386 2.085
O -0.274 7.485 0.023
C -3.591 9.805 6.211
H -2.943 -5.468 4.472
N -1.300 -4.359 1.496
H 8.871 0.283 -6.839
C 4.894 -7.828 -2.497
S -4.962 10.308 8.239
H -5.582 -6.412 0.356
H -1.380 -1.022 -1.871
H 1.606 -0.420 -5.685
C -3.844 -5.933 3.884
C -8.657 -2.441 0.851
H 6.460 -9.256 -2.006
C 1.433 -0.419 -4.525
O 0.110 5.814 1.898
H -2.226 4.027 0.966
S 6.738 0.332 -4.172
S 0.302 6.265 0.537
H 9.661 1.479 -9.383
H -2.219 3.104 3.796
H 3.868 -4.444 -0.965